No. 1
A 9-piece molecular cluster, C31H80N3O9P2S9 overall at a distorted geometry. Source: the Open Molecules 2025 dataset; level of theory: the ωB97M-V functional and the def2-TZVPD basis.

Element x y z (Å)
C  -0.7556  -6.4486  0.7397
C  -0.3159  -7.0205  -0.2196
C  0.2994  -7.3469  -1.5111
N  -0.1490  -6.4649  -2.5893
C  0.0052  -5.1814  -2.6259
N  -0.5209  -4.5752  -3.7771
P  -2.2484  -4.3018  -3.7329
S  -3.2970  -5.7763  -3.0762
N  0.6513  -4.5160  -1.6414
C  0.1928  -3.1137  -1.4522
C  0.3887  -2.6390  0.0101
C  1.0673  -1.2436  0.0446
C  2.0249  -1.0639  1.2538
C  1.2616  -0.3148  2.3821
C  0.4123  -1.2819  3.2010
O  1.0650  -1.7007  4.3977
C  0.8071  -3.0870  4.6628
P  2.4234  -4.7281  -1.7591
C  3.2120  -3.2098  -2.4514
C  2.7646  -2.8245  -3.8678
C  3.1865  -4.8670  -0.0686
C  2.9454  -6.2140  0.6321
H  -0.9581  -5.9941  1.6776
H  1.3879  -7.3508  -1.4958
H  -0.0259  -8.3575  -1.7631
H  -0.6027  -6.9093  -3.3754
H  -0.0873  -3.6623  -3.9184
H  -2.5800  -4.0594  -5.0840
H  -2.5082  -3.0766  -3.0739
H  0.5870  -2.3990  -2.1799
H  -0.8916  -3.1145  -1.6050
H  0.8910  -3.3953  0.6136
H  -0.6037  -2.5064  0.4445
H  0.2654  -0.5070  0.1042
H  1.6212  -1.0044  -0.8695
H  2.3722  -2.0231  1.6538
H  2.9176  -0.4876  1.0014
H  2.0188  0.2038  2.9773
H  0.6078  0.4545  1.9703
H  -0.5217  -0.7622  3.4626
H  0.1264  -2.1862  2.6515
H  -0.2210  -3.3942  4.4057
H  1.5694  -3.6656  4.1268
H  0.9737  -3.2153  5.7333
H  3.1318  -2.3824  -1.7375
H  4.2798  -3.4405  -2.5047
H  3.1143  -1.8014  -4.0374
H  1.6838  -2.7964  -4.0231
H  3.2608  -3.4218  -4.6444
H  4.2612  -4.8052  -0.2814
H  2.9564  -3.9979  0.5521
H  3.8098  -6.3835  1.2835
H  2.0830  -6.1174  1.2902
H  2.9031  -7.0687  -0.0397
C  -2.5693  3.3775  -0.0206
S  -0.8256  3.1884  0.3462
O  -0.5560  1.7184  0.4861
C  -0.8997  3.8692  2.0021
H  -2.7531  2.9694  -1.0138
H  -3.1608  2.8324  0.7169
H  -2.8209  4.4368  -0.0068
H  -1.5981  3.2930  2.6090
H  -1.2150  4.9097  1.9576
H  0.0979  3.8071  2.4375
C  -5.3286  5.4697  3.2378
S  -4.1840  6.5820  2.4097
O  -2.9342  5.8106  2.1426
C  -3.8705  7.6352  3.8279
H  -5.6262  4.6973  2.5305
H  -4.8390  5.0102  4.0967
H  -6.2081  6.0285  3.5568
H  -3.4767  7.0388  4.6512
H  -4.7990  8.1248  4.1258
H  -3.1358  8.3887  3.5438
C  3.2502  -2.8992  -8.4797
S  3.9070  -4.2942  -7.5522
O  5.0719  -3.8006  -6.7733
C  4.5473  -5.1852  -8.9758
H  2.8294  -2.1879  -7.7712
H  4.0510  -2.4215  -9.0441
H  2.4673  -3.2474  -9.1538
H  5.2654  -4.5614  -9.5078
H  3.7224  -5.4594  -9.6336
H  5.0412  -6.0863  -8.6179
C  -0.8161  8.5421  -2.0057
S  -1.2494  7.4804  -0.6208
O  -1.8415  6.2317  -1.1868
C  -2.6048  8.4977  -0.0292
H  0.0011  8.0717  -2.5509
H  -1.6785  8.6609  -2.6650
H  -0.4915  9.5126  -1.6289
H  -3.3466  8.6188  -0.8209
H  -2.2219  9.4706  0.2815
H  -3.0538  7.9962  0.8243
C  -4.8759  -2.5306  4.0236
S  -3.1077  -2.6704  4.3221
O  -2.7904  -4.1187  4.4518
C  -3.1454  -1.9754  5.9791
H  -5.0887  -2.9486  3.0416
H  -5.4236  -3.0874  4.7841
H  -5.1644  -1.4795  4.0418
H  -3.8056  -2.5683  6.6125
H  -3.4920  -0.9430  5.9313
H  -2.1338  -2.0006  6.3806
C  -3.9586  6.2089  -3.6458
S  -4.2852  7.7232  -4.5508
O  -3.8267  8.8509  -3.6900
C  -6.0771  7.6487  -4.4222
H  -2.8808  6.0835  -3.5696
H  -4.3841  6.2772  -2.6448
H  -4.3872  5.3606  -4.1815
H  -6.3706  7.6233  -3.3724
H  -6.4403  6.7606  -4.9393
H  -6.4894  8.5380  -4.8949
C  7.4322  -9.3014  1.8469
S  5.7301  -8.8353  2.1872
O  5.5623  -7.4238  1.7398
C  5.8929  -8.8103  3.9769
H  7.5651  -9.3370  0.7675
H  8.1095  -8.5620  2.2743
H  7.6297  -10.2862  2.2700
H  6.6698  -8.1027  4.2666
H  6.1393  -9.8108  4.3323
H  4.9398  -8.4994  4.4003
C  0.4595  10.6311  4.2792
S  -0.2158  9.8711  2.7973
O  -1.1160  8.7668  3.2379
C  1.3200  9.1165  2.2500
H  -0.3518  11.1312  4.8044
H  0.8932  9.8644  4.9213
H  1.2162  11.3634  3.9982
H  1.6979  8.4475  3.0233
H  2.0496  9.8970  2.0335
H  1.1142  8.5481  1.3442

Results
- energy (a.u.) = -6336.4150
- charge = +1
- strongest force on any atom (eV Å⁻¹) = 2.43
- HOMO (eV) = -9.7
- HOMO-LUMO gap (eV) = 7.29

***

No. 2
A 6-piece molecular cluster, C31H81BrClN6O7PSi overall at a distorted geometry. Source: the Open Molecules 2025 dataset; level of theory: the ωB97M-V functional and the def2-TZVPD basis.

Element x y z (Å)
C  7.5817  2.3889  3.1799
C  6.7436  3.0223  2.0096
O  5.5877  3.6794  2.4852
C  5.2201  4.7829  1.6640
C  4.6074  4.3807  0.2761
Si  2.7187  4.1146  0.2495
C  1.7828  4.7558  1.7719
C  0.7326  3.7465  2.3872
C  0.7317  3.6908  3.9488
C  2.1544  3.4512  4.5837
N  1.9780  2.6042  5.7814
C  2.4052  2.2847  -0.1705
Br  3.2401  1.0830  1.1824
C  2.7776  1.8723  -1.6474
C  2.3906  0.3594  -1.8757
P  1.9445  5.2677  -1.5271
O  3.1611  5.1110  -2.7042
Cl  1.9201  7.2898  -0.8776
H  7.8993  3.1554  3.9187
H  7.0735  1.5208  3.6398
H  8.5183  2.0139  2.6979
H  7.4481  3.6752  1.4457
H  6.4877  2.1798  1.3156
H  4.5980  5.4830  2.2587
H  6.1676  5.3445  1.4429
H  5.0822  3.4218  -0.0534
H  4.9018  5.1471  -0.4724
H  2.4413  5.1524  2.5776
H  1.1922  5.6439  1.4287
H  0.8172  2.7046  2.0160
H  -0.2859  4.0957  2.0813
H  0.1996  4.5512  4.4231
H  0.1253  2.7945  4.2340
H  2.8592  3.0217  3.8402
H  2.5595  4.4703  4.8298
H  2.8905  2.2683  6.0807
H  1.6454  3.2292  6.5130
H  1.3020  2.1192  -0.0671
H  3.8727  1.9922  -1.7852
H  2.1955  2.5144  -2.3440
H  2.3701  0.0893  -2.9500
H  3.1642  -0.2476  -1.3569
H  1.4016  0.1719  -1.3710
H  3.2000  5.8964  -3.2591
C  -1.4515  -0.4301  1.1503
C  -1.7725  0.6807  0.1551
C  -3.2680  1.0320  0.0904
O  -4.0651  0.0929  -0.6115
C  -4.4068  -1.0597  0.1402
N  -1.2404  0.3150  -1.1605
H  -1.6988  -1.4235  0.7753
H  -0.3812  -0.4365  1.3700
H  -1.9840  -0.2774  2.0923
H  -1.2423  1.5795  0.4917
H  -3.3709  1.9723  -0.4604
H  -3.6784  1.2098  1.0920
H  -4.5568  -0.8302  1.1983
H  -3.6384  -1.8277  0.0244
H  -5.3367  -1.4666  -0.2617
H  -1.3662  1.1021  -1.7932
H  -1.8509  -0.4028  -1.5455
C  -3.3636  1.5327  4.8081
C  -4.6725  1.1835  4.1056
C  -5.9261  1.6846  4.8451
O  -6.2763  0.9278  5.9925
C  -5.5276  1.2321  7.1558
N  -4.7190  -0.2663  3.8803
H  -3.1585  0.8826  5.6587
H  -2.5240  1.4218  4.1180
H  -3.3682  2.5674  5.1590
H  -4.6554  1.6780  3.1281
H  -6.7774  1.5923  4.1641
H  -5.8427  2.7488  5.0983
H  -5.2708  2.2936  7.2126
H  -4.6230  0.6218  7.1996
H  -6.1360  0.9763  8.0244
H  -5.5413  -0.4832  3.3221
H  -4.9149  -0.7053  4.7773
C  0.2722  -4.8427  -4.4892
C  -0.5634  -3.5893  -4.2483
C  -0.6869  -2.6799  -5.4847
O  0.4735  -1.9168  -5.7756
C  1.4936  -2.6238  -6.4578
N  -0.0142  -2.8660  -3.0965
H  1.3432  -4.6391  -4.4845
H  0.0876  -5.5749  -3.7009
H  0.0152  -5.3111  -5.4424
H  -1.5748  -3.9209  -3.9892
H  -1.4748  -1.9472  -5.2856
H  -1.0041  -3.2472  -6.3689
H  1.0861  -3.3571  -7.1593
H  2.1622  -3.1130  -5.7461
H  2.0873  -1.9007  -7.0190
H  -0.6298  -2.0879  -2.8737
H  0.8426  -2.4119  -3.4057
C  -7.9321  -3.9064  -5.0413
C  -8.6809  -3.7832  -3.7179
C  -8.2519  -2.5696  -2.8732
O  -7.0033  -2.7188  -2.2155
C  -5.8699  -2.4888  -3.0332
N  -8.5399  -5.0398  -2.9733
H  -6.9270  -4.3098  -4.9176
H  -8.4631  -4.5845  -5.7122
H  -7.8552  -2.9385  -5.5425
H  -9.7408  -3.6496  -3.9583
H  -8.9880  -2.4391  -2.0745
H  -8.2654  -1.6455  -3.4643
H  -6.0466  -1.7041  -3.7739
H  -5.5644  -3.4144  -3.5266
H  -5.0473  -2.1766  -2.3889
H  -9.1233  -4.9954  -2.1418
H  -7.5926  -5.0672  -2.6026
C  5.0906  -4.1632  -0.7810
C  6.5845  -4.1812  -0.4707
C  7.0393  -3.0365  0.4529
O  7.1288  -1.7696  -0.1787
C  5.8914  -1.0966  -0.3290
N  7.3327  -4.1894  -1.7332
H  4.8271  -3.4146  -1.5286
H  4.7776  -5.1300  -1.1798
H  4.5027  -3.9713  0.1196
H  6.7940  -5.1201  0.0527
H  8.0530  -3.2636  0.7963
H  6.4120  -2.9738  1.3510
H  5.2153  -1.2860  0.5089
H  5.4162  -1.3807  -1.2711
H  6.0913  -0.0247  -0.3759
H  8.3215  -4.3060  -1.5274
H  7.2763  -3.2514  -2.1240

Results
- energy (a.u.) = -5749.9100
- charge = 0
- SMILES = CCOCC[Si@](CCCCN)([C@H](Br)CC)P(O)Cl.COC[C@@H](C)N.COC[C@@H](C)N.COC[C@@H](C)N.COC[C@@H](C)N.COC[C@@H](C)N
- strongest force on any atom (eV Å⁻¹) = 1.91
- HOMO (eV) = -8.3
- HOMO-LUMO gap (eV) = 8.61

***

No. 3
A 12-piece molecular cluster, C31H81N25O15PS overall at a distorted geometry. Source: the Open Molecules 2025 dataset; level of theory: the ωB97M-V functional and the def2-TZVPD basis.

Element x y z (Å)
C  5.8988  -6.5377  0.8258
O  6.7509  -5.4275  0.7271
C  6.1364  -4.2713  0.1737
C  6.9715  -3.7063  -0.9583
C  7.7115  -2.4417  -0.5804
C  6.7314  -1.2871  -0.3894
C  6.0100  -0.9315  -1.6807
C  5.0779  0.2510  -1.5064
C  3.9312  -0.0545  -0.5312
C  2.5506  0.1712  -1.1250
C  1.4729  -0.6334  -0.4047
C  0.1499  -0.7366  -1.2057
C  -0.2181  -2.1386  -1.7232
C  -1.5212  -2.7025  -1.2440
C  -2.5238  -3.0923  -2.1040
C  -2.4203  -3.0303  -3.5816
C  -3.7212  -3.5593  -1.5532
P  -5.1254  -4.0927  -2.6694
N  -5.9295  -2.5758  -2.7973
O  -6.0438  -4.8523  -1.5850
N  -3.9404  -3.6909  -0.2713
N  -2.9466  -3.3755  0.5464
C  -3.2458  -3.5635  1.9626
C  -3.5748  -2.2346  2.6362
O  -3.3745  -1.1633  1.7212
C  -2.6363  -0.1330  2.1796
O  -2.3611  0.8413  1.4486
C  -1.7795  -2.8932  0.1261
S  -0.5582  -2.4624  1.3133
H  5.7364  -6.9841  -0.1459
H  4.9509  -6.2698  1.2737
H  6.3692  -7.2650  1.4617
H  5.1713  -4.5501  -0.2205
H  6.0070  -3.5412  0.9553
H  6.3922  -3.5237  -1.8364
H  7.7052  -4.4544  -1.2042
H  8.2361  -2.6008  0.3457
H  8.4030  -2.1630  -1.3594
H  7.2598  -0.4008  -0.0712
H  6.0100  -1.5248  0.3762
H  6.7679  -0.7117  -2.4211
H  5.4354  -1.7713  -2.0426
H  5.6629  1.0698  -1.1204
H  4.6882  0.5601  -2.4600
H  4.0230  0.6011  0.3175
H  4.0051  -1.0801  -0.2218
H  2.5359  -0.1282  -2.1598
H  2.2822  1.2131  -1.0611
H  1.8862  -1.6056  -0.2040
H  1.2686  -0.1880  0.5510
H  0.2668  -0.0886  -2.0505
H  -0.6475  -0.3449  -0.5924
H  0.5555  -2.8667  -1.5350
H  -0.2902  -2.0513  -2.7857
H  -1.3879  -3.1561  -3.8486
H  -2.6909  -2.0495  -3.9335
H  -2.9684  -3.8073  -4.0749
H  -6.9272  -2.7416  -2.7463
H  -5.7676  -2.2552  -3.7417
H  -6.6097  -4.2510  -1.0889
H  -2.4711  -4.1050  2.4584
H  -4.1085  -4.1878  2.0387
H  -4.6048  -2.2393  2.9332
H  -3.0044  -2.1289  3.5408
H  -2.3021  -0.1434  3.2196
H  -0.3036  -3.6982  1.7494
C  -0.3081  -0.2214  -4.8424
O  0.4146  -1.0145  -4.2416
N  -0.1518  0.0801  -6.1532
N  -1.3649  0.4073  -4.2468
H  -0.7782  0.6965  -6.6287
H  0.5934  -0.3421  -6.6725
H  -1.5458  0.2035  -3.2823
H  -1.9711  1.0341  -4.7456
C  -5.4837  -5.2675  4.5984
O  -4.2951  -5.3336  4.3141
N  -5.9924  -4.2528  5.3594
N  -6.3858  -6.2046  4.1784
H  -6.9595  -4.1813  5.6104
H  -5.3502  -3.5590  5.6941
H  -6.0363  -6.9652  3.6282
H  -7.3607  -6.1737  4.4058
C  9.4245  -1.3605  3.2867
O  8.5544  -0.9016  2.5694
N  10.3968  -0.5783  3.8551
N  9.5011  -2.6973  3.5795
H  11.1210  -0.9373  4.4456
H  10.3678  0.4026  3.6570
H  8.8072  -3.2964  3.1740
H  10.2093  -3.0961  4.1637
C  -3.2299  -0.3698  -7.2281
O  -2.8868  0.7172  -6.7650
N  -4.1630  -0.4908  -8.2086
N  -2.6667  -1.5223  -6.7635
H  -4.4423  -1.3708  -8.5976
H  -4.5822  0.3510  -8.5554
H  -1.9623  -1.4262  -6.0563
H  -2.9028  -2.4343  -7.1055
C  -2.9643  1.6772  5.4962
O  -2.8649  0.4449  5.4838
N  -3.5186  2.3539  6.5328
N  -2.5271  2.4567  4.4697
H  -3.6148  3.3510  6.5647
H  -3.8682  1.8205  7.3047
H  -2.0999  1.9895  3.6941
H  -2.6093  3.4669  4.4592
C  -0.7595  5.7583  4.4510
O  -1.8814  5.2813  4.5678
N  0.3184  5.2245  5.0929
N  -0.5142  6.8510  3.6729
H  1.2459  5.5938  5.0161
H  0.1574  4.4199  5.6692
H  -1.2931  7.2579  3.1923
H  0.3942  7.2578  3.5634
C  -5.4744  5.4201  8.1271
O  -5.3701  4.2004  8.0915
N  -6.0509  6.0751  9.1743
N  -5.0187  6.2333  7.1245
H  -6.1250  7.0773  9.2200
H  -6.3858  5.5194  9.9364
H  -4.5838  5.8027  6.3318
H  -5.0886  7.2329  7.1603
C  5.1600  -2.8013  -4.6556
O  5.5162  -3.6377  -3.8440
N  5.8820  -2.5263  -5.7863
N  4.0222  -2.0634  -4.4900
H  5.6118  -1.8381  -6.4610
H  6.7256  -3.0472  -5.9283
H  3.4815  -2.2321  -3.6656
H  3.7120  -1.3605  -5.1303
C  -0.2133  1.0691  -9.6324
O  0.1846  0.1700  -8.9045
N  0.4026  1.3846  -10.8057
N  -1.3210  1.8217  -9.3219
H  0.0913  2.1157  -11.4155
H  1.2118  0.8502  -11.0583
H  -1.8307  1.5913  -8.4852
H  -1.6627  2.5586  -9.9088
C  -5.5523  9.4794  10.8303
O  -5.1118  9.1608  9.7359
N  -4.7465  9.6199  11.9238
N  -6.8837  9.7199  11.0427
H  -5.0834  9.8822  12.8294
H  -3.7676  9.4498  11.7962
H  -7.4985  9.6353  10.2567
H  -7.2627  9.9831  11.9315
C  0.9502  4.6874  -5.7420
O  1.4511  5.6711  -5.2348
N  -0.0599  4.7735  -6.6717
N  1.3452  3.4115  -5.4360
H  -0.4798  3.9752  -7.1067
H  -0.3743  5.6913  -6.9193
H  2.0828  3.3077  -4.7664
H  0.9356  2.5931  -5.8445

Results
- energy (a.u.) = -4467.0987
- charge = +1
- strongest force on any atom (eV Å⁻¹) = 4.21
- HOMO (eV) = -10.2
- HOMO-LUMO gap (eV) = 7.01